Below is a structure of composition C18H30MgN7PS3 at a distorted geometry, with properties calculated with ωB97M-V with the def2-TZVPD basis set.

Results
Charge: 0
Frontier orbital gap: 6.29 eV

The geometry in XYZ format:
```
60
Properties=species:S:1:pos:R:3:forces:R:3
Mg 1.476 0.163 0.686 -0.0618 -0.6136 0.2026
C 3.876 -1.714 1.672 0.4237 -0.2068 0.6948
C 3.524 -2.435 0.404 -0.4269 1.5955 -1.8238
N 2.922 -1.438 -0.541 0.0145 -0.6537 0.7395
C 2.164 -2.028 -1.627 -0.1268 0.4993 0.3332
C 0.794 -2.458 -1.165 -1.0505 0.6605 0.3922
C -0.026 -3.351 -1.848 -1.1846 0.5565 1.7689
C -1.311 -3.614 -1.288 1.2994 -0.1823 -0.8223
C -1.720 -3.014 -0.126 0.6488 0.0242 -0.4059
C -0.852 -2.085 0.430 -0.1704 0.3314 0.2760
C -1.293 -1.294 1.628 0.5093 1.3346 0.7099
N -0.180 -0.541 2.239 0.0255 0.4001 0.2071
C 0.530 -1.074 3.415 0.0380 -0.1203 -0.1233
C 1.761 -1.864 2.971 0.0146 -0.4002 0.5296
N 2.702 -1.039 2.231 -0.1704 0.7615 0.0151
N 0.332 -1.790 -0.071 0.5070 -0.7083 -0.6843
H 4.656 -0.955 1.513 -0.2752 -0.2255 -0.0917
H 4.275 -2.464 2.366 0.1161 0.1398 0.1684
H 2.801 -3.198 0.578 -0.7723 -0.5840 0.2582
H 4.330 -2.913 -0.142 0.6583 -0.1882 0.4835
H 3.630 -0.775 -0.847 -0.1763 -0.2030 -0.1393
H 2.617 -2.885 -2.098 0.5428 -0.3416 -0.3841
H 2.042 -1.228 -2.352 -0.0962 -0.0340 -0.4214
H 0.241 -3.822 -2.758 0.4715 -0.3646 -0.6251
H -1.931 -4.339 -1.783 -0.2711 -0.1250 -0.1367
H -2.662 -3.236 0.327 -0.4064 -0.0517 0.1962
H -1.772 -1.940 2.355 -0.2335 -0.2818 0.1699
H -2.041 -0.533 1.317 0.2782 -0.5360 0.0382
H -0.424 0.406 2.515 -0.4766 -0.0772 -0.5572
H -0.157 -1.692 4.025 0.4537 0.0736 -0.1178
H 0.860 -0.214 4.031 -0.2438 -0.3700 -0.3052
H 1.424 -2.636 2.301 -0.1596 -0.5517 -0.2843
H 2.227 -2.366 3.836 -0.0482 0.1479 -0.0930
H 2.984 -0.247 2.806 0.0581 -0.0687 -0.1137
S 2.509 4.573 0.769 0.0652 -0.2112 -0.1903
C 2.287 2.941 0.834 -0.2241 -0.2051 -0.0077
S 1.330 2.205 2.131 0.4237 0.0985 -0.2117
S 2.897 1.797 -0.393 0.0043 0.6048 0.2914
C -2.214 4.070 -1.163 -0.7680 -0.5512 -0.5696
N -1.570 3.433 -2.315 -0.4700 0.2980 -0.1091
C -2.538 2.548 -2.990 0.0804 0.3582 0.5395
N -3.141 1.573 -2.085 0.5427 -0.6919 0.2426
C -3.716 2.265 -0.946 -0.8154 0.0674 -0.3656
N -2.818 3.129 -0.212 0.7264 -0.1443 -0.0572
C -1.730 2.390 0.426 0.0227 -0.5264 0.4516
P -0.680 1.341 -0.732 -0.6590 0.1667 0.2096
C -0.363 2.727 -1.945 -0.1590 -1.1341 0.0674
C -2.142 0.558 -1.620 -0.4196 0.3667 -1.2512
H -3.061 4.630 -1.553 0.1544 0.5438 -0.0477
H -1.489 4.674 -0.649 0.1734 0.4667 0.1823
H -2.005 2.025 -3.783 -0.1252 -0.0215 -0.1700
H -3.369 3.148 -3.409 0.5282 -0.1278 0.1311
H -4.138 1.507 -0.300 -0.0393 -0.1975 0.4693
H -4.576 2.847 -1.320 0.3519 0.0910 0.1348
H -2.117 1.711 1.204 -0.1247 0.2381 -0.1250
H -1.076 3.095 0.949 0.0400 -0.1410 -0.1186
H 0.052 2.255 -2.832 0.3223 0.1523 -0.1865
H 0.393 3.341 -1.471 0.1293 0.4325 -0.0926
H -2.679 -0.208 -1.039 0.2399 0.3052 0.1299
H -1.842 0.042 -2.558 0.2905 0.1253 0.5991
```
Positions in Å, forces in eV/Å.

Mulliken charges, unit e, in atom order: number 1, Mg, carries 2.409; number 2, C, carries -1.015; number 3, C, carries -0.732; number 4, N, carries -0.493; number 5, C, carries -1.359; number 6, C, carries 0.327; number 7, C, carries -1.248; number 8, C, carries -0.487; number 9, C, carries -1.129; number 10, C, carries 0.637; number 11, C, carries -1.543; number 12, N, carries -0.460; number 13, C, carries -1.072; number 14, C, carries -0.644; number 15, N, carries -0.341; number 16, N, carries 0.728; number 17, H, carries 0.402; number 18, H, carries 0.401; number 19, H, carries 0.379; number 20, H, carries 0.470; number 21, H, carries 0.367; number 22, H, carries 0.463; number 23, H, carries 0.405; number 24, H, carries 0.566; number 25, H, carries 0.456; number 26, H, carries 0.562; number 27, H, carries 0.506; number 28, H, carries 0.206; number 29, H, carries 0.320; number 30, H, carries 0.387; number 31, H, carries 0.397; number 32, H, carries 0.312; number 33, H, carries 0.469; number 34, H, carries 0.339; number 35, S, carries -0.257; number 36, C, carries 0.220; number 37, S, carries -0.495; number 38, S, carries -0.476; number 39, C, carries -0.960; number 40, N, carries 0.133; number 41, C, carries -0.949; number 42, N, carries 0.084; number 43, C, carries -1.054; number 44, N, carries 0.149; number 45, C, carries -1.332; number 46, P, carries 1.847; number 47, C, carries -1.278; number 48, C, carries -1.243; number 49, H, carries 0.332; number 50, H, carries 0.467; number 51, H, carries 0.408; number 52, H, carries 0.307; number 53, H, carries 0.441; number 54, H, carries 0.276; number 55, H, carries 0.450; number 56, H, carries 0.393; number 57, H, carries 0.433; number 58, H, carries 0.420; number 59, H, carries 0.327; number 60, H, carries 0.370

***

Below is a structure of composition C37H44F3NO2Pd at a distorted geometry, with properties calculated with ωB97M-V with the def2-TZVPD basis set.

Results
Charge: 0
Multiplicity: 3
Energy relative to the best compared isomer or geometry (same formula, charge and spin): 58.5 kcal per mole
Frontier orbital gap (alpha / beta): 5.11 / 5.03 eV

The geometry in XYZ format:
```
88
Properties=species:S:1:pos:R:3:forces:R:3
Pd 0.543 2.326 1.370 0.7627 0.4064 0.0133
C -1.451 2.816 -5.107 -0.0086 -0.0944 0.1458
C -1.537 1.445 -4.417 0.1163 -0.1460 -0.2153
C -2.742 0.657 -4.949 0.1116 0.0844 0.1505
C -0.262 0.672 -4.763 -0.1869 0.1072 0.1337
C -1.675 1.657 -2.920 1.2406 -0.8681 0.2716
C -0.818 1.101 -2.001 -0.1941 0.0606 -1.0893
C -0.888 1.466 -0.642 0.5677 -0.7376 0.7160
N -0.189 0.837 0.319 -1.4117 0.7441 -0.5896
C 0.817 -0.093 0.083 1.4944 -0.4878 -0.5490
C 0.582 -1.457 -0.021 -0.0306 0.0600 0.0384
C 1.636 -2.330 -0.234 -0.3166 0.1520 0.0272
C 2.926 -1.791 -0.317 -0.1230 0.1624 -0.0086
C 3.213 -0.444 -0.199 -0.0402 0.1605 0.0719
C 2.136 0.454 0.006 -0.9943 -0.9496 -0.0966
O 2.268 1.742 0.165 -0.6000 0.9362 0.8811
C 4.626 0.114 -0.141 0.1426 0.0273 0.0373
C 4.809 0.752 1.245 -0.0827 0.0343 -0.0594
C 4.814 1.175 -1.232 -0.0863 -0.0414 0.0923
C 5.699 -0.963 -0.319 -0.2502 0.1626 0.0102
C 1.439 -3.833 -0.363 0.0173 -0.1859 -0.0540
C -0.026 -4.258 -0.244 0.2530 0.0990 -0.0300
C 2.225 -4.559 0.735 -0.0904 0.0684 -0.0931
C 1.955 -4.284 -1.735 -0.0807 0.0152 0.1366
C -1.794 2.549 -0.226 0.3409 0.4469 1.7135
O -1.633 3.106 0.903 0.2384 -0.7513 -1.3188
C -2.827 2.921 -1.150 -0.7888 0.0852 -0.8797
C -2.724 2.479 -2.442 -0.4354 0.7771 1.1258
C -3.958 3.819 -0.667 -0.1684 0.1308 0.0669
C -3.423 5.250 -0.533 0.0286 -0.1312 0.0139
C -5.155 3.821 -1.624 0.2827 -0.0202 0.0741
C -4.461 3.340 0.702 0.1575 0.0123 0.0342
H -1.275 2.679 -6.171 -0.0186 -0.0186 -0.1106
H -2.359 3.400 -4.989 -0.1409 0.0704 0.0090
H -0.625 3.394 -4.699 0.1059 0.0783 0.0239
H -2.647 0.508 -6.022 -0.0086 0.0107 -0.0941
H -2.785 -0.317 -4.467 -0.0505 -0.1417 0.0152
H -3.678 1.173 -4.754 -0.1617 0.0735 -0.0175
H -0.138 0.629 -5.843 -0.0241 -0.0288 -0.0772
H 0.611 1.164 -4.341 0.1640 0.0064 0.0200
H -0.312 -0.346 -4.386 0.0819 -0.1590 0.0430
H -0.074 0.363 -2.261 0.0982 0.0515 -0.1297
H -0.436 -1.795 0.079 -0.1657 -0.1622 0.0162
H 3.743 -2.478 -0.460 0.1811 -0.0746 0.0161
H 4.034 1.491 1.431 0.1170 0.0445 0.0324
H 4.743 -0.007 2.021 0.0602 -0.1158 0.1049
H 5.779 1.239 1.308 0.1867 0.0397 0.0410
H 4.079 1.966 -1.113 0.0210 0.0825 -0.0668
H 5.810 1.607 -1.161 0.1456 0.0569 -0.0098
H 4.699 0.732 -2.219 0.0016 -0.0549 -0.1381
H 5.644 -1.706 0.475 0.0289 -0.1256 0.0297
H 5.602 -1.457 -1.284 0.0315 -0.1216 -0.0983
H 6.681 -0.497 -0.278 0.0802 0.0284 0.0121
H -0.438 -4.002 0.728 -0.0974 0.0669 0.1571
H -0.634 -3.803 -1.020 -0.1567 0.0906 -0.1225
H -0.091 -5.337 -0.358 -0.0294 -0.1268 -0.0134
H 1.874 -4.256 1.718 -0.0239 0.0547 0.1668
H 2.084 -5.633 0.639 0.0129 -0.1632 -0.0020
H 3.288 -4.351 0.672 0.1802 0.0309 0.0153
H 1.392 -3.796 -2.526 -0.0696 0.0669 -0.1639
H 3.005 -4.041 -1.866 0.1522 0.0165 -0.0357
H 1.838 -5.360 -1.841 0.0040 -0.1650 -0.0440
H -3.462 2.801 -3.156 -0.2141 0.0779 -0.0871
H -3.116 5.642 -1.501 0.0205 0.0580 -0.1260
H -4.202 5.890 -0.128 -0.0941 0.1535 0.0548
H -2.569 5.272 0.137 0.0665 0.0810 0.1009
H -4.923 4.321 -2.561 0.0044 0.0258 -0.1717
H -5.492 2.808 -1.832 -0.0715 -0.1160 -0.0554
H -5.978 4.360 -1.158 -0.0334 0.0587 0.0085
H -3.673 3.414 1.443 -0.1231 -0.0267 0.1103
H -5.298 3.953 1.030 -0.1203 0.0643 -0.0456
H -4.791 2.305 0.650 -0.1037 -0.1561 0.0096
F -2.281 -4.342 7.320 -0.1465 0.1241 -0.0196
C -1.020 -4.152 6.886 -0.0478 -0.3031 0.0423
F -0.219 -4.361 7.941 0.1380 0.1831 0.1089
F -0.773 -5.160 6.020 0.0011 -0.0102 -0.1107
C -0.822 -2.821 6.233 0.0687 0.0187 0.0885
C -1.593 -2.519 5.116 0.0618 -0.1057 0.1925
C -1.355 -1.358 4.416 0.0438 -0.0226 0.1254
C -0.335 -0.489 4.821 -0.1208 -0.4093 0.0397
C 0.383 -0.769 5.983 -0.0126 0.1233 -0.0989
C 0.145 -1.934 6.686 -0.2145 -0.2375 -0.0222
C -0.010 0.588 3.961 0.2330 0.8004 -0.2003
C 0.279 1.471 3.178 0.0084 -0.1194 -0.1457
H -2.361 -3.210 4.800 -0.0665 -0.0483 -0.0803
H -1.933 -1.115 3.538 -0.0214 0.0111 -0.0998
H 1.142 -0.079 6.316 0.1046 0.0569 -0.0179
H 0.716 -2.168 7.571 0.0682 -0.0127 0.0497
```
Positions in Å, forces in eV/Å.

Mulliken charges, unit e, in atom order: number 1, Pd, carries -0.179; number 2, C, carries -1.649; number 3, C, carries 1.990; number 4, C, carries -1.665; number 5, C, carries -2.196; number 6, C, carries -0.593; number 7, C, carries -0.338; number 8, C, carries 0.205; number 9, N, carries -0.726; number 10, C, carries -0.796; number 11, C, carries 0.206; number 12, C, carries -0.139; number 13, C, carries 0.097; number 14, C, carries -0.700; number 15, C, carries 1.392; number 16, O, carries -1.251; number 17, C, carries 2.153; number 18, C, carries -1.592; number 19, C, carries -1.689; number 20, C, carries -2.133; number 21, C, carries 1.869; number 22, C, carries -2.135; number 23, C, carries -1.675; number 24, C, carries -1.616; number 25, C, carries 1.585; number 26, O, carries -0.876; number 27, C, carries -0.519; number 28, C, carries 0.090; number 29, C, carries 2.109; number 30, C, carries -1.666; number 31, C, carries -2.074; number 32, C, carries -1.743; number 33, H, carries 0.462; number 34, H, carries 0.350; number 35, H, carries 0.368; number 36, H, carries 0.459; number 37, H, carries 0.363; number 38, H, carries 0.319; number 39, H, carries 0.457; number 40, H, carries 0.455; number 41, H, carries 0.396; number 42, H, carries 0.710; number 43, H, carries 0.566; number 44, H, carries 0.606; number 45, H, carries 0.308; number 46, H, carries 0.343; number 47, H, carries 0.467; number 48, H, carries 0.301; number 49, H, carries 0.474; number 50, H, carries 0.336; number 51, H, carries 0.396; number 52, H, carries 0.418; number 53, H, carries 0.427; number 54, H, carries 0.376; number 55, H, carries 0.366; number 56, H, carries 0.468; number 57, H, carries 0.373; number 58, H, carries 0.485; number 59, H, carries 0.318; number 60, H, carries 0.321; number 61, H, carries 0.313; number 62, H, carries 0.467; number 63, H, carries 0.491; number 64, H, carries 0.331; number 65, H, carries 0.450; number 66, H, carries 0.372; number 67, H, carries 0.363; number 68, H, carries 0.445; number 69, H, carries 0.451; number 70, H, carries 0.353; number 71, H, carries 0.473; number 72, H, carries 0.373; number 73, F, carries -0.262; number 74, C, carries 0.878; number 75, F, carries -0.283; number 76, F, carries -0.254; number 77, C, carries 0.348; number 78, C, carries -0.781; number 79, C, carries -0.599; number 80, C, carries 0.360; number 81, C, carries -0.685; number 82, C, carries -0.501; number 83, C, carries -1.022; number 84, C, carries 0.675; number 85, H, carries 0.393; number 86, H, carries 0.472; number 87, H, carries 0.479; number 88, H, carries 0.462

***

no.,E_tot (eV)
1,-76825.68633
2,-56296.86827